Entry from the Open Molecules 2025 dataset: C7H11NO3S in the gas phase in a non-equilibrium geometry (ωB97M-V/def2-TZVPD).

Structure (XYZ):
```
23
Properties=species:S:1:pos:R:3:lowdin_charge:R:1
C -2.03837 0.15430 -0.24764 -0.0644
C -0.57397 0.56233 -0.30611 -0.4088
C 0.65047 -0.35691 -0.09080 -0.3050
C 0.70333 -1.29091 -1.36592 -0.1886
O 0.97395 -0.53966 -2.54656 -0.1188
C 0.63437 -1.05928 1.25662 -0.1782
C 0.70070 -0.00452 2.30910 -0.1709
C 0.04173 1.20355 1.89709 -0.2473
N -0.56764 2.19388 1.89488 0.2198
S -0.38458 1.54734 -1.60237 0.8441
O -1.43238 2.51341 -1.88072 -0.3211
O 0.98702 2.04018 -1.82595 -0.3507
H -2.33858 -0.64807 -0.99521 0.1151
H -2.51730 1.02367 -0.47138 0.0335
H -2.26888 -0.25398 0.68149 0.0635
H 1.54282 0.33161 -0.06304 0.1565
H -0.40356 -1.69384 -1.47886 0.1592
H 1.45326 -2.06606 -1.19703 0.1179
H 1.80838 -0.02699 -2.53261 0.1042
H 1.47150 -1.75435 1.34473 0.1329
H -0.26679 -1.59821 1.36862 0.1079
H 1.71499 0.25774 2.76337 0.1594
H 0.10952 -0.53525 3.08830 0.1396
```

SMILES: CC([C@H](CO)CCC#N)=S(=O)=O
Frontier orbital gap (spin up / spin down) (eV): 8.08 / 8.08
HOMO (spin up / spin down) (eV): -8.79 / -8.79
Relative energy (zero: lowest compared OMol25 entry of this formula, charge and spin) (eV): 5.168
Multiplicity: 1
Strongest force on any atom (Eh/bohr): 0.0715